[1]
Computed, not measured: the molecule C7H8BrClIN3, with ωB97M-V/def2-TZVPD.

Structure (XYZ):
```
21
C7H8BrClIN3, DFT ωB97M-V/def2-TZVPD
C -1.451 2.845 -0.278
C -0.103 1.916 0.063
I 1.538 2.889 -1.094
C -0.446 0.401 -0.462
C 0.447 -0.791 0.238
N 0.173 -0.851 1.724
C 2.095 -0.561 0.067
N 3.314 -0.062 0.055
C 0.137 -2.220 -0.558
Cl 0.812 -2.154 -2.324
Br -1.825 -2.717 -0.527
C 0.934 -3.514 0.139
N 1.599 -4.501 0.646
H -2.408 2.472 0.286
H -1.562 2.775 -1.464
H -1.236 3.992 -0.060
H 0.174 1.998 1.201
H -1.583 0.195 -0.162
H -0.411 0.318 -1.646
H 0.643 -1.653 2.197
H -0.841 -0.776 1.958
```

orbital gap = 8.56 eV
SMILES = C[C@H](I)C[C@](N)(C#N)[C@](Cl)(Br)C#N
net charge = 0



[2]
Computed, not measured: an isolated ion of composition C7H8BrN4O2 and charge +1, with ωB97M-V/def2-TZVPD.

Structure (XYZ):
```
22
C7H8BrN4O2, DFT ωB97M-V/def2-TZVPD
C -3.346 -1.045 0.128
C -1.803 0.898 -0.259
C -2.417 -1.982 -0.043
C -3.055 0.348 -0.149
C -0.514 -1.065 -0.636
C 0.568 1.043 -0.179
C 1.626 0.461 0.719
N 0.781 2.083 -0.818
N -0.608 0.226 -0.439
N -2.372 -3.436 0.091
N 0.411 -1.923 -0.762
O -3.403 -4.017 0.192
O -1.262 -3.894 0.023
Br -4.433 1.501 -0.079
H -4.465 -1.374 0.246
H -1.803 2.020 -0.480
H 1.935 -0.574 0.434
H 2.566 1.141 0.686
H 1.284 0.400 1.742
H 0.025 2.676 -1.199
H 0.155 -2.966 -0.631
H 1.364 -1.551 -1.008
```

orbital gap = 7.85 eV
net charge = +1
ΔE to the lowest compared entry with this formula, charge and spin = 344.85 kJ/mol



[3]
Computed, not measured: an isolated ion of composition C7H8ClN2O2 and charge +1, with ωB97M-V/def2-TZVPD.

Structure (XYZ):
```
20
C7H8ClN2O2, DFT ωB97M-V/def2-TZVPD
C -0.369 1.755 0.199
C -2.129 -1.459 0.043
C -0.588 0.294 0.143
C 0.482 -0.588 0.148
C -1.040 -2.417 0.085
C 1.857 -0.081 0.223
C 1.870 1.321 -0.434
N 0.811 2.230 0.025
N -1.882 -0.145 0.023
O 1.069 3.411 0.104
O 0.278 -1.911 0.269
Cl -3.275 0.838 -0.094
H -1.156 2.507 0.177
H -3.052 -1.718 0.289
H -1.253 -3.306 0.717
H -0.967 -3.044 -0.887
H 2.304 -0.012 1.244
H 2.473 -0.702 -0.488
H 2.912 1.786 -0.289
H 1.655 1.242 -1.496
```

orbital gap (spin up / spin down) = 6.80 / 7.27 eV
<S²> = 2.079
net charge = +1
multiplicity = 3



[4]
Computed, not measured: the molecule C7H8ClNO2, with ωB97M-V/def2-TZVPD.

Structure (XYZ):
```
19
C7H8ClNO2, DFT ωB97M-V/def2-TZVPD
C -2.077 -1.560 -0.438
C -1.090 -0.417 -0.499
C -1.264 0.802 0.169
C -0.480 1.955 0.109
C 0.842 1.930 -0.161
C 1.792 0.827 -0.474
C 1.954 -0.393 0.099
Cl 2.736 -1.665 -0.706
N 1.427 -0.860 1.311
O 1.179 -0.019 2.173
O 1.223 -2.065 1.382
H -1.468 -2.435 -0.104
H -2.296 -1.849 -1.504
H -2.958 -1.237 0.293
H -0.184 -0.588 -1.184
H -2.086 0.919 0.733
H -1.079 2.830 0.399
H 1.446 2.766 -0.292
H 2.386 1.060 -1.306
```

orbital gap = 7.26 eV
SMILES = C/C=C/C=C\C=C(\Cl)[N+](=O)[O-]
net charge = 0
ΔE to the lowest compared entry with this formula, charge and spin = 353.06 kJ/mol



Computed values of calculated total energy (unit: Eh) for the preceding records, in sequence: -3767.47988 -3214.53704 -991.24041 -936.74354.
Computed values of largest force on an atom (unit: eV Å⁻¹) for the preceding records, in sequence: 12.6 7.0 4.5 6.1.